[1]
A cluster of 2 separate species, C5H15N2O in total. Source: the Open Molecules 2025 dataset; level of theory: wB97M-V/def2-TZVPD.

Summary:
- Charge: +1
- 2S+1: 1

Geometry (Å):
1 C 1.24629 -2.76855 1.87732
2 C 0.13191 -1.95059 1.19509
3 C 0.70795 -1.23444 -0.03735
4 C -0.21414 -0.13723 -0.60914
5 C -1.45287 -0.39070 -1.08894
6 N -2.33388 0.63621 -1.33307
7 N 0.34013 1.24498 -0.52824
8 H 2.23883 -2.63728 1.42303
9 H 1.13563 -3.90686 1.71133
10 H 1.36388 -2.56771 2.94818
11 H -0.71420 -2.59069 1.06076
12 H -0.17903 -1.30577 2.02820
13 H 1.02213 -2.14318 -0.69776
14 H 1.72417 -0.76262 0.25418
15 H -1.67497 -1.43535 -1.21051
16 H -3.08839 0.41907 -1.99639
17 H -1.85379 1.48642 -1.44392
18 H 1.39974 1.10015 -0.35065
19 H 0.11681 1.78824 -1.33745
20 H -0.04923 1.77897 0.27353
21 H 0.97240 3.72037 1.06437
22 H 1.11664 4.43376 -0.15324
23 O 0.98886 3.54290 0.17920

Löwdin atomic charge list, values in e, 6 entries:
1 C -0.12
2 C -0.27
3 C -0.17
4 C -0.24
5 C -0.12
6 N 0.10

[2]
The ion C5H15N2O with charge +1. Source: the Open Molecules 2025 dataset; level of theory: wB97M-V/def2-TZVPD.

Summary:
- Charge: +1
- 2S+1: 1
- SMILES string: C[C@@H](CO)NCC[NH3+]

Geometry (Å):
1 N 0.93727 -1.79796 1.28633
2 C -0.31082 -2.31809 0.54559
3 C -0.77410 -1.36632 -0.58642
4 N -0.92215 -0.03203 -0.19562
5 C -1.03087 2.10894 -1.32293
6 C -0.06651 1.07260 -0.76347
7 C 0.69914 1.68755 0.46155
8 O 1.85905 0.77925 0.51776
9 H 1.90535 -1.89766 0.85736
10 H 0.89965 -2.10499 2.25606
11 H 0.95757 -0.72366 1.16368
12 H -1.11419 -2.25559 1.32014
13 H -0.15196 -3.36169 0.23798
14 H 0.11585 -1.37962 -1.27684
15 H -1.67454 -1.83266 -1.05314
16 H -1.82174 0.43417 -0.22424
17 H -1.84156 2.42203 -0.69996
18 H -1.54265 1.54596 -2.13486
19 H -0.60855 2.98754 -1.81254
20 H 0.72122 0.72874 -1.40717
21 H 1.04067 2.68425 0.27462
22 H 0.19390 1.53998 1.41461
23 H 2.52997 1.07926 1.14152

Löwdin atomic charge list, values in e, 6 entries:
1 N 0.16
2 C -0.11
3 C -0.23
4 N -0.05
5 C -0.05
6 C -0.33

[3]
A cluster of 2 separate species, C5H15N2O in total. Source: the Open Molecules 2025 dataset; level of theory: wB97M-V/def2-TZVPD.

Summary:
- Charge: +1
- 2S+1: 1

Geometry (Å):
1 N 3.08111 0.91894 0.96854
2 C 1.62985 0.13950 -1.38216
3 C 0.65783 0.08750 -0.28880
4 N -0.80540 -0.51106 -0.44639
5 C -0.69202 -1.83666 -1.05465
6 C -1.52923 -0.47731 0.82084
7 C -2.50931 0.70933 0.87734
8 O -1.80683 1.94775 0.76486
9 H 4.09355 0.63398 1.14767
10 H 3.05154 1.87355 1.05065
11 H 2.71160 0.63264 0.00457
12 H 1.51240 0.90082 -2.18216
13 H 2.13983 -0.77286 -1.67913
14 H 0.38499 1.11677 0.09962
15 H 0.98429 -0.50073 0.61584
16 H -0.09493 -2.53418 -0.42601
17 H -0.18145 -1.73747 -2.04812
18 H -1.65411 -2.31573 -1.26953
19 H -2.09078 -1.47605 0.96214
20 H -0.83539 -0.33998 1.67191
21 H -2.97731 0.74184 1.86883
22 H -3.32681 0.62805 0.09727
23 H -1.74343 2.17134 -0.17312

Löwdin atomic charge list, values in e, 6 entries:
1 N 0.11
2 C 0.22
3 C -0.20
4 N -0.15
5 C -0.08
6 C -0.18

no.,highest occupied orbital energy (eV),LUMO energy (eV)
1,-12.5,-3.33
2,-12.9,-3.11
3,-13.3,-7.97